No. 1
The following is a DFT calculation (ωB97M-V/def2-TZVPD) of a cluster of 11 separate species, C45H84Cl20F4I2N3O4 in total.

The molar mass comes out at 1770.04 g mol⁻¹. Its net charge is +1. The energy comes out at -12428.78615 Ha.

Geometry as XYZ:
```
162
C45H84Cl20F4I2N3O4 (ωB97M-V/def2-TZVPD)
C 6.79877 -0.23493 3.57408
C 7.84783 -0.92677 2.68971
C 8.02702 -0.37295 1.31128
O 9.05767 -0.41413 0.68960
O 6.90843 0.19599 0.79867
C 7.02912 0.61456 -0.54888
C 5.65755 0.76439 -1.18030
N 5.25459 -0.54000 -1.74676
C 4.30250 -1.31364 -1.32292
N 3.47310 -0.95550 -0.25971
C 2.33602 -0.16251 -0.88622
C 1.46264 0.61186 0.08064
C 0.34130 1.32793 -0.69410
C -0.72056 0.32710 -1.15639
C -1.61149 -0.18295 -0.03015
C -2.54038 -1.32343 -0.49876
C -3.97634 -0.84171 -0.75351
C -4.86620 -0.98176 0.50302
C -5.84721 -2.14460 0.43277
O -5.34049 -3.20337 1.24186
C -6.37057 -4.00823 1.79653
C 3.10862 -2.28408 0.28183
I 4.91215 -2.85466 1.43079
C 1.94929 -2.29201 1.25692
C 1.70483 -3.61116 1.98453
O 0.34828 -3.95431 1.73193
C 1.94522 -3.54089 3.52052
F 0.81196 -3.60422 4.20319
F 2.68965 -4.58259 3.90464
F 2.58264 -2.43864 3.90975
C 3.03328 -3.23012 -0.96958
F 3.67971 -4.41033 -0.72000
C 1.61815 -3.53626 -1.53204
C 1.13828 -4.95521 -1.17474
C 1.56202 -3.34154 -3.05719
C 0.13051 -3.57224 -3.57698
N 3.91015 -2.45787 -1.91357
I 5.29337 -3.51155 -3.01434
H 6.41853 0.66998 3.11033
H 5.96236 -0.89156 3.80384
H 7.25703 0.01775 4.52526
H 8.83071 -0.91349 3.15201
H 7.59784 -1.98185 2.55081
H 7.58599 -0.10074 -1.15705
H 7.57513 1.54962 -0.61367
H 4.90636 1.10430 -0.47520
H 5.74806 1.42969 -2.03534
H 5.78515 -0.85144 -2.55112
H 2.80639 0.57975 -1.53415
H 1.74725 -0.80750 -1.53892
H 2.07334 1.32110 0.63944
H 0.97159 -0.04338 0.78644
H -0.12834 2.02707 -0.00311
H 0.77067 1.87780 -1.53307
H -1.36696 0.79891 -1.90113
H -0.27414 -0.54016 -1.65408
H -2.22057 0.63860 0.35035
H -1.01144 -0.55957 0.80317
H -2.14169 -1.75280 -1.42205
H -2.55537 -2.10981 0.25727
H -3.93259 0.19818 -1.07053
H -4.39885 -1.41033 -1.58318
H -4.22532 -1.13235 1.37048
H -5.39792 -0.04180 0.66312
H -5.93836 -2.52216 -0.58525
H -6.83319 -1.83122 0.79019
H -6.81334 -3.49749 2.65549
H -7.14943 -4.18981 1.05118
H -5.93638 -4.95506 2.10328
H 2.07401 -1.45092 1.93231
H 1.03393 -2.11095 0.69458
H 2.33206 -4.41896 1.60827
H 0.22801 -4.89402 1.90914
H 0.94043 -2.78982 -1.11818
H 1.70365 -5.40287 -0.36448
H 1.23940 -5.60926 -2.03736
H 0.09753 -4.92107 -0.86428
H 2.25280 -4.04158 -3.52822
H 1.83246 -2.31486 -3.30259
H -0.06758 -2.95488 -4.44872
H -0.02862 -4.61652 -3.83321
H -0.58989 -3.30543 -2.80302
Cl 8.43056 -1.34668 6.80556
C 7.56563 -0.85581 8.28828
C 6.82707 0.44367 8.10511
Cl 7.93723 1.82543 7.91374
H 8.29772 -0.79597 9.08815
H 6.85880 -1.65004 8.52191
H 6.21656 0.64004 8.98462
H 6.18382 0.41437 7.22912
Cl -3.62022 2.80143 -1.39552
C -3.35371 4.02831 -2.66005
C -1.92205 4.14402 -3.10483
Cl -0.86583 4.82957 -1.83668
H -3.72468 4.97348 -2.27284
H -3.97103 3.73661 -3.50763
H -1.87762 4.82139 -3.95452
H -1.50829 3.18045 -3.39386
Cl 10.23534 -4.41369 9.59972
C 11.67655 -3.55450 8.99643
C 12.03525 -2.37378 9.86094
Cl 10.81494 -1.08000 9.74081
H 11.47118 -3.24471 7.97498
H 12.49859 -4.26800 8.99380
H 12.98292 -1.95176 9.53160
H 12.11938 -2.65402 10.90740
Cl -6.16224 7.14293 -3.14856
C -4.98901 8.20012 -3.99202
C -4.56643 7.60623 -5.30895
Cl -3.59000 6.12730 -5.06949
H -4.14566 8.35522 -3.32418
H -5.48382 9.15386 -4.16569
H -3.95543 8.31724 -5.86174
H -5.43900 7.33508 -5.89727
Cl -7.31238 7.62043 -7.33537
C -8.86692 7.23902 -6.53537
C -8.90955 5.81724 -6.03847
Cl -8.95266 4.63914 -7.37473
H -9.65936 7.44212 -7.25010
H -8.96538 7.92018 -5.69204
H -9.81282 5.67047 -5.44883
H -8.04455 5.58851 -5.42012
Cl -6.40100 0.10517 -3.81623
C -7.20857 0.62255 -2.31309
C -7.97172 1.91238 -2.48617
Cl -6.86536 3.29039 -2.75527
H -6.44130 0.72084 -1.54804
H -7.89585 -0.17242 -2.02720
H -8.54018 2.12233 -1.58024
H -8.65721 1.86935 -3.32824
Cl 10.01859 4.64526 -4.10308
C 9.93315 4.58356 -2.32662
C 9.19412 3.36355 -1.84468
Cl 7.44675 3.44451 -2.24758
H 9.45731 5.49769 -1.98182
H 10.95473 4.55314 -1.95233
H 9.26837 3.28826 -0.76074
H 9.59173 2.45442 -2.28785
Cl -7.50591 -3.69732 -2.39581
C -6.56644 -4.65369 -3.56941
C -5.53734 -5.51716 -2.88697
Cl -4.23613 -4.53981 -2.14531
H -6.10098 -3.95818 -4.26323
H -7.27133 -5.27748 -4.11581
H -5.06862 -6.17449 -3.61688
H -5.98341 -6.12047 -2.10093
Cl -10.52940 6.81904 -1.22665
C -9.14727 6.32442 -0.21470
C -8.87495 4.84716 -0.31561
Cl -10.16050 3.86005 0.43557
H -9.36023 6.62151 0.80880
H -8.27743 6.87507 -0.56988
H -7.94784 4.60866 0.20340
H -8.78309 4.53489 -1.35033
Cl -4.12782 -5.39056 4.42222
C -3.00243 -4.38833 3.46939
C -2.61623 -3.12169 4.18713
Cl -3.97109 -1.97183 4.30728
H -3.47261 -4.17163 2.51139
H -2.11080 -4.99333 3.30373
H -1.82561 -2.62317 3.62875
H -2.26121 -3.32430 5.19455
```

***

No. 2
The following is a DFT calculation (ωB97M-V/def2-TZVPD) of a cluster of 9 separate species, C45H84F5N14O7S3 in total.

Its multiplicity is 2. The molar mass comes out at 1124.45 g mol⁻¹. Its net charge is +4. The energy comes out at -4750.77648 Ha.

Geometry as XYZ:
```
158
C45H84F5N14O7S3 (ωB97M-V/def2-TZVPD)
C -0.51429 -0.64915 0.84410
F -1.63534 -1.18057 0.47039
F -0.84059 0.40885 1.60759
F 0.25819 -1.45684 1.54645
S 0.43123 0.03412 -0.69347
O 1.10769 -1.15791 -1.33365
O -0.63136 0.65376 -1.49076
O 1.52070 0.93808 -0.26551
C -1.42876 -4.42053 1.32883
C -0.46043 -5.12188 0.41159
N -0.62407 -4.61515 -0.97805
C -1.74264 -4.29802 -1.66786
C -1.42117 -3.69835 -2.84148
N -0.04374 -3.66869 -2.96447
C 0.41880 -4.23950 -1.78308
C 0.76731 -3.10139 -4.04153
H -2.42180 -4.61434 0.92335
H -1.47476 -3.33153 1.32140
H -1.44899 -4.73352 2.37273
H -0.46219 -6.21155 0.43845
H 0.56277 -4.89044 0.70758
H -2.76279 -4.46379 -1.35445
H -1.98242 -3.33464 -3.68949
H 1.46785 -4.30814 -1.53570
H 1.25743 -3.97090 -4.47951
H 1.42232 -2.39381 -3.53321
H 0.24801 -2.59636 -4.85601
C 3.77093 -2.04899 0.13116
C 5.22007 -2.33561 -0.22990
N 5.36247 -2.06499 -1.67340
C 6.00386 -0.97398 -2.17814
C 5.73850 -1.04084 -3.50354
N 5.00331 -2.22762 -3.90977
C 4.76746 -2.78442 -2.70345
C 4.37393 -2.49109 -5.25686
H 3.06480 -2.68011 -0.40844
H 3.52682 -1.00225 -0.05013
H 3.60985 -2.26628 1.18706
H 5.53531 -3.35621 -0.01284
H 5.95130 -1.74204 0.31880
H 6.54855 -0.30023 -1.53334
H 6.04814 -0.38390 -4.30288
H 4.17265 -3.66809 -2.52534
H 3.92668 -1.58929 -5.67498
H 3.59650 -3.23297 -5.07435
H 5.18525 -2.76147 -5.93269
C -2.17981 3.20681 0.07851
C -2.31151 3.16841 1.60631
N -3.06527 4.31148 2.09312
C -4.45584 4.59273 1.86650
C -4.78551 5.63891 2.72757
N -3.63894 6.02296 3.42351
C -2.67243 5.14428 3.12285
C -3.64555 7.06147 4.44270
H -1.25004 2.70734 -0.19383
H -2.15979 4.21881 -0.32591
H -3.09295 2.69654 -0.22793
H -1.27746 3.23865 1.94381
H -2.69193 2.25206 2.05762
H -4.98810 3.99477 1.14156
H -5.76388 6.03066 2.96364
H -1.69657 5.17138 3.58477
H -2.64342 7.37253 4.73779
H -4.02491 6.60805 5.35845
H -4.27544 7.87947 4.09311
C 4.79689 -0.42619 5.91287
C 4.94453 -1.06187 4.58793
N 4.59125 -0.07880 3.57842
C 3.33776 0.28061 3.17479
C 3.46281 1.35557 2.38992
N 4.78212 1.74358 2.24284
C 5.48424 0.78901 2.95817
C 5.28643 2.87405 1.50034
H 4.87688 -1.20130 6.67504
H 3.76922 -0.07766 6.01547
H 5.46702 0.41213 6.10321
H 4.31394 -1.94490 4.48445
H 5.92352 -1.47794 4.35008
H 2.45593 -0.15850 3.61746
H 2.66048 1.95722 1.98908
H 6.54606 0.75306 3.15219
H 4.73977 2.84726 0.55772
H 6.36770 2.73780 1.48079
H 5.04337 3.80359 2.01510
C 0.34035 6.44488 -2.40312
C -0.07599 4.99873 -2.63219
N 0.96896 4.12749 -3.22550
C 1.62171 4.34603 -4.43655
C 2.52546 3.31701 -4.60698
N 2.47943 2.52834 -3.50478
C 1.61266 3.08472 -2.65801
C 3.17606 1.27419 -3.34861
H -0.48452 7.07827 -2.07674
H 0.75636 6.97229 -3.26153
H 1.06492 6.47447 -1.58935
H -0.87455 4.90055 -3.36756
H -0.39238 4.62960 -1.65662
H 1.35322 5.12440 -5.13544
H 3.22365 2.99698 -5.36626
H 1.43947 2.72450 -1.65469
H 2.47360 0.50336 -3.03162
H 3.96909 1.38930 -2.60972
H 3.78226 1.06113 -4.22908
C -3.83568 0.30978 5.41268
C -2.79391 -0.47878 4.54355
N -3.20120 -1.85407 4.19747
C -4.11652 -2.20189 3.24765
C -4.24353 -3.57647 3.28782
N -3.48252 -4.08099 4.36840
C -2.88688 -2.96262 4.93666
C -3.66807 -5.36321 4.95229
H -4.13988 -0.19674 6.32865
H -4.69064 0.54580 4.77910
H -3.46596 1.29245 5.70554
H -1.77798 -0.44404 4.93698
H -2.72578 0.14479 3.65213
H -4.53868 -1.46658 2.57870
H -4.86756 -4.20606 2.67088
H -2.20353 -3.02861 5.77038
H -4.63293 -5.78881 4.67660
H -3.50412 -5.33932 6.02963
H -2.94668 -6.06160 4.52809
C -5.04929 -1.08635 -1.87930
C -4.35766 -0.96686 -3.24712
C -3.44206 0.36243 -3.23726
N -2.56078 0.56252 -4.53014
C -1.63987 -0.69173 -4.74993
C -1.54689 1.82657 -4.41950
C -1.42090 2.32832 -5.84073
C -2.71848 2.00950 -6.53611
C -3.46247 0.99024 -5.65115
H -5.50767 -0.11580 -1.68953
H -4.35227 -1.42245 -1.11164
H -5.86233 -1.81105 -1.83604
H -5.17226 -0.74959 -3.93801
H -3.74593 -1.83113 -3.50580
H -2.69631 0.24685 -2.45075
H -4.00116 1.28505 -3.08141
H -2.26198 -1.52454 -5.07781
H -1.03629 -0.81174 -3.85027
H -1.00554 -0.40789 -5.58967
H -0.58343 1.58881 -3.96859
H -2.02827 2.59757 -3.81790
H -0.63695 1.80394 -6.38714
H -1.21251 3.39490 -5.92485
H -2.54629 1.51423 -7.49170
H -3.35308 2.86078 -6.78251
H -3.89878 0.13451 -6.16638
H -4.23342 1.53130 -5.10253
N 2.03271 -3.47552 5.79029
S 1.08096 -2.10164 6.13947
O -0.20206 -2.24994 6.75821
O 1.19494 -0.90138 5.29765
F 1.95446 -1.60703 7.37910
S 1.04881 -4.06571 4.86552
O 0.95560 -3.37198 3.59423
O -0.09085 -4.79712 5.38275
F 1.91615 -5.33851 4.43705
```